Entry 1:
Entry from the Open Molecules 2025 dataset: a structure of composition C16H24MoN3O2 (wB97M-V/def2-TZVPD).

XYZ file:
```
46
Properties=species:S:1:pos:R:3:nbo_charge:R:1
C -2.986 -0.532 -1.765 -0.844
Mo -2.996 1.359 -0.797 1.291
N -2.412 2.446 1.032 -1.035
N -5.032 1.872 -1.318 -1.036
H -1.811 3.221 0.751 0.419
H -3.594 0.144 0.231 0.033
H -2.378 -1.289 -1.267 0.291
H -2.418 -0.218 -2.671 0.235
H -3.946 -0.930 -2.102 0.224
H -5.100 2.834 -1.651 0.419
H -5.678 1.757 -0.536 0.436
H -5.379 1.267 -2.069 0.433
H -3.210 2.832 1.534 0.402
H -1.846 1.856 1.676 0.483
C 3.896 2.058 1.246 -0.639
C 3.280 1.421 0.028 -0.001
C 3.281 2.116 -1.187 -0.239
C 2.690 1.581 -2.335 -0.202
C 2.065 0.341 -2.259 -0.241
C 2.013 -0.341 -1.031 0.155
N 1.316 -1.544 -1.016 -0.606
C 0.488 -2.100 -0.042 0.210
C 0.311 -3.492 -0.036 -0.262
C -0.420 -4.112 0.981 -0.176
C -1.000 -3.336 1.989 -0.259
C -0.891 -1.943 1.945 -0.159
C -0.207 -1.316 0.907 -0.232
C -0.315 0.184 0.785 0.787
O -0.232 0.844 1.859 -0.717
O -0.512 0.650 -0.393 -0.776
C 2.704 0.145 0.106 0.018
C 2.827 -0.646 1.369 -0.667
H 3.185 2.177 2.075 0.224
H 4.728 1.454 1.628 0.222
H 4.287 3.054 1.010 0.218
H 3.721 3.111 -1.202 0.209
H 2.683 2.143 -3.266 0.213
H 1.553 -0.087 -3.125 0.200
H 1.331 -2.068 -1.887 0.394
H 0.774 -4.064 -0.842 0.217
H -0.482 -5.201 1.009 0.226
H -1.543 -3.790 2.817 0.222
H -1.352 -1.295 2.697 0.225
H 2.138 -0.277 2.143 0.238
H 2.620 -1.708 1.216 0.224
H 3.847 -0.577 1.764 0.225
```

Values from the calculation:
HOMO-LUMO gap (alpha / beta)   3.5 / 4.2 eV
Multiplicity   3
Relative energy (zero: lowest compared OMol25 entry of this formula, charge and spin)   51.7 kJ/mol
Lowest unoccupied orbital energy (alpha / beta)   -0.2160 / -0.1878 Ha
Energy   -27393.98275 eV
Net charge   +1



Entry 2:
Entry from the Open Molecules 2025 dataset: an isolated molecule of C16H24N2O (wB97M-V/def2-TZVPD).

XYZ file:
```
43
Properties=species:S:1:pos:R:3:nbo_charge:R:1
C -2.869 -1.385 -1.458 -0.639
C -3.845 -0.770 -0.501 0.011
C -5.209 -0.892 -0.725 -0.209
C -6.132 -0.324 0.135 -0.207
C -5.695 0.381 1.241 -0.219
C -4.338 0.507 1.476 -0.187
C -3.405 -0.064 0.621 -0.015
C -1.940 0.107 0.900 -0.526
H -1.411 -0.842 0.787 0.227
C -1.291 1.130 -0.035 0.689
O -1.893 1.785 -0.857 -0.626
N 0.038 1.261 0.182 -0.626
H 0.529 0.607 0.774 0.406
C 0.898 2.046 -0.670 -0.232
H 1.408 2.808 -0.072 0.186
C 1.913 1.129 -1.362 -0.218
N 2.608 0.314 -0.377 -0.467
C 3.699 1.029 0.264 -0.222
C 4.241 0.222 1.439 -0.402
C 4.731 -1.138 0.956 -0.398
C 3.597 -1.837 0.215 -0.402
C 3.083 -0.949 -0.914 -0.213
H 2.249 -1.444 -1.419 0.201
H 3.889 -0.795 -1.655 0.160
H 3.936 -2.789 -0.197 0.210
H 2.779 -2.035 0.910 0.199
H 5.066 -1.744 1.799 0.210
H 5.579 -1.002 0.280 0.195
H 3.444 0.082 2.171 0.199
H 5.052 0.775 1.917 0.210
H 3.326 1.991 0.622 0.201
H 4.517 1.228 -0.454 0.162
H 2.605 1.731 -1.972 0.176
H 1.366 0.460 -2.031 0.202
H 0.267 2.543 -1.409 0.242
H -1.794 0.458 1.925 0.234
H -3.995 1.062 2.339 0.203
H -6.405 0.834 1.916 0.210
H -7.189 -0.429 -0.062 0.210
H -5.554 -1.437 -1.592 0.205
H -2.233 -2.114 -0.955 0.209
H -3.392 -1.888 -2.267 0.217
H -2.231 -0.613 -1.885 0.231
```

Values from the calculation:
HOMO-LUMO gap   9.5 eV
Relative energy (zero: lowest compared OMol25 entry of this formula, charge and spin)   25.4 kJ/mol
Lowest unoccupied orbital energy   0.0267 Ha
Energy   -22010.17425 eV



> Which value of energy does entry 1 give?

-27393.98275 eV



> What is the formula in the second record?

C16H24N2O